(1)
A 16-piece molecular cluster, C52H76N20O4 overall in a non-equilibrium geometry. Source: OMol25; level of theory: ωB97M-V/def2-TZVPD.

Structure (XYZ):
```
152
Properties=species:S:1:pos:R:3:lowdin_charge:R:1
N 8.137 -27.057 12.786 0.0049
C 7.429 -27.405 11.678 -0.1417
C 8.039 -26.849 10.586 -0.1022
C 9.182 -26.178 11.073 -0.1218
C 9.224 -26.355 12.428 -0.1694
H 8.046 -27.415 13.733 0.1579
H 6.566 -28.036 11.629 0.1045
H 7.623 -26.977 9.622 0.0817
H 9.845 -25.464 10.571 0.0837
H 9.920 -26.010 13.170 0.1118
N 11.804 -17.035 11.348 -0.0106
C 13.027 -17.285 11.949 -0.1399
C 13.395 -18.544 11.662 -0.1024
C 12.275 -19.087 10.992 -0.1829
C 11.305 -18.172 10.783 -0.1537
H 11.213 -16.230 11.670 0.1705
H 13.562 -16.443 12.429 0.1239
H 14.356 -18.988 11.927 0.1071
H 12.278 -20.087 10.506 0.1003
H 10.249 -18.181 10.396 0.1366
N 9.331 -24.683 1.396 0.0359
C 9.305 -26.063 1.349 -0.1424
C 8.001 -26.389 1.510 -0.1530
C 7.202 -25.266 1.858 -0.0797
C 8.112 -24.241 1.761 -0.1708
H 10.104 -24.054 1.154 0.1027
H 10.153 -26.689 1.167 0.0945
H 7.705 -27.430 1.605 0.0926
H 6.127 -25.312 1.920 0.0896
H 7.984 -23.175 1.834 0.0920
N 14.302 -25.935 8.676 0.0166
C 13.441 -26.442 9.563 -0.1601
C 13.588 -25.715 10.703 -0.1090
C 14.413 -24.607 10.422 -0.1142
C 14.911 -24.748 9.144 -0.0783
H 14.511 -26.354 7.825 0.0528
H 12.994 -27.392 9.461 0.1083
H 12.904 -25.838 11.510 0.0845
H 14.607 -23.759 11.048 0.0851
H 15.599 -24.143 8.583 0.1043
N 7.243 -22.596 8.631 0.0126
C 6.504 -21.574 8.067 -0.1204
C 7.412 -20.699 7.551 -0.1043
C 8.692 -21.264 7.693 -0.1337
C 8.601 -22.406 8.390 -0.1265
H 6.784 -23.285 9.212 0.1395
H 5.445 -21.617 8.108 0.0997
H 7.164 -19.812 7.051 0.0766
H 9.623 -20.874 7.356 0.0557
H 9.374 -23.128 8.651 0.0830
N 10.351 -21.589 0.183 0.0246
C 10.031 -21.764 -1.142 -0.1378
C 10.858 -22.696 -1.611 -0.1412
C 11.741 -23.164 -0.583 -0.0893
C 11.400 -22.368 0.489 -0.2028
H 9.843 -21.049 0.888 0.1277
H 9.269 -21.164 -1.607 0.1107
H 10.784 -23.059 -2.657 0.1063
H 12.540 -23.945 -0.741 0.1167
H 11.841 -22.259 1.478 0.1016
N 17.506 -23.133 5.938 0.0187
C 18.262 -22.775 7.062 -0.0976
C 18.930 -23.908 7.424 -0.1302
C 18.519 -24.942 6.604 -0.1389
C 17.677 -24.417 5.673 -0.1863
H 16.835 -22.518 5.497 0.0949
H 18.112 -21.755 7.444 0.0919
H 19.598 -24.085 8.251 0.0952
H 18.989 -25.910 6.680 0.0960
H 17.289 -24.835 4.710 0.1216
N 15.073 -20.306 7.283 0.0506
C 16.261 -19.954 7.922 -0.1567
C 16.285 -20.414 9.206 -0.1080
C 15.010 -20.938 9.393 -0.1302
C 14.304 -20.922 8.223 -0.1253
H 14.825 -20.285 6.343 0.0749
H 17.019 -19.333 7.314 0.1354
H 17.060 -20.286 9.941 0.1024
H 14.740 -21.184 10.390 0.0804
H 13.315 -21.141 7.981 0.0686
N 14.214 -28.185 5.619 0.0279
C 15.222 -27.310 5.946 -0.1624
C 15.948 -27.857 6.968 -0.1183
C 15.286 -29.067 7.336 -0.1026
C 14.228 -29.206 6.505 -0.1583
H 13.605 -28.001 4.831 0.1270
H 15.355 -26.403 5.324 0.1031
H 16.829 -27.476 7.444 0.0922
H 15.518 -29.640 8.248 0.1092
H 13.486 -29.990 6.424 0.1152
N 14.667 -19.666 4.163 0.0205
C 15.026 -20.943 3.781 -0.1215
C 16.413 -21.013 3.733 -0.1283
C 16.860 -19.841 4.277 -0.1475
C 15.818 -18.989 4.455 -0.1503
H 13.754 -19.145 4.191 0.1351
H 14.280 -21.615 3.430 0.0667
H 17.007 -21.941 3.392 0.1351
H 17.875 -19.582 4.349 0.0916
H 15.743 -17.967 4.772 0.1174
N 11.861 -24.593 3.325 0.0552
C 12.912 -23.751 3.511 -0.2191
C 14.095 -24.373 3.295 -0.0983
C 13.734 -25.720 2.934 -0.0860
C 12.324 -25.754 2.881 -0.1440
H 10.929 -24.298 3.399 0.0789
H 12.661 -22.734 3.776 0.0865
H 15.113 -23.991 3.344 0.0873
H 14.344 -26.612 2.913 0.0822
H 11.691 -26.620 2.869 0.0923
N 10.283 -25.838 7.306 0.0636
C 11.181 -26.722 6.805 -0.1443
C 10.720 -27.185 5.597 -0.1298
C 9.523 -26.540 5.322 -0.1038
C 9.229 -25.752 6.425 -0.1092
H 10.446 -25.234 8.033 0.0645
H 12.081 -26.972 7.273 0.0655
H 11.165 -28.028 5.116 0.0842
H 8.850 -26.780 4.503 0.0957
H 8.420 -25.100 6.386 0.0839
C 10.466 -22.379 12.016 -0.6333
O 10.862 -22.779 10.953 0.0326
N 9.438 -22.952 12.730 0.1674
N 11.085 -21.426 12.773 0.1830
H 8.896 -22.390 13.330 0.0825
H 8.939 -23.619 12.172 0.0756
H 11.816 -20.875 12.450 0.0394
H 10.608 -21.025 13.546 0.0949
C 9.724 -21.435 3.802 -0.6234
O 8.877 -21.158 2.909 -0.0348
N 9.821 -22.659 4.381 0.1593
N 10.605 -20.494 4.304 0.1691
H 10.222 -22.613 5.350 0.0860
H 8.951 -23.202 4.158 0.1253
H 10.631 -19.529 4.037 0.0845
H 11.251 -20.763 5.029 0.0486
C 12.159 -18.038 6.334 -0.6699
O 12.472 -17.895 5.168 0.0042
N 10.831 -18.241 6.660 0.1484
N 13.026 -17.924 7.381 0.1894
H 10.639 -18.558 7.653 0.1114
H 10.283 -18.587 5.861 0.0884
H 12.671 -18.040 8.342 0.0935
H 13.970 -18.123 7.178 0.0690
C 11.998 -23.047 7.190 -0.6337
O 11.611 -22.014 6.610 -0.0463
N 12.760 -23.938 6.618 0.2525
N 11.720 -23.375 8.509 0.1804
H 12.954 -24.761 7.113 0.0595
H 13.198 -23.755 5.764 0.0701
H 11.425 -22.702 9.164 0.0348
H 12.487 -23.889 8.912 0.0683
```

Summary:
Molar mass: 1045.3 g/mol
Orbital gap: 8.13 eV
HOMO: -7.93 eV

(2)
C12H28ClO3P2Yb as an isolated structure in a non-equilibrium geometry. Source: OMol25; level of theory: ωB97M-V/def2-TZVPD.

Structure (XYZ):
```
47
Properties=species:S:1:pos:R:3:lowdin_charge:R:1
C 0.195 -0.087 -4.648 0.0380
C 0.135 -0.090 -3.187 -0.2202
H 1.220 0.025 -5.055 0.1516
H -0.431 0.739 -5.006 0.1289
H -0.245 -1.029 -5.008 0.1400
O 0.959 -0.211 -2.304 -0.0192
Cl -2.363 -0.371 -2.536 0.2732
Yb -0.745 0.035 -0.789 1.0946
P 0.423 2.660 -0.380 0.7400
C 1.482 3.856 0.487 -0.2290
C 0.330 3.384 -2.050 -0.2804
H 0.209 4.469 -1.964 0.0637
H -1.313 4.214 0.348 0.0703
H -0.506 2.962 -2.619 0.0343
H -2.028 2.758 -0.433 0.0438
H 2.523 3.681 0.185 0.0587
H 1.254 3.175 -2.604 0.0520
C -1.247 3.118 0.261 -0.2674
H 1.207 4.891 0.238 0.0726
H -1.438 2.659 1.246 0.0288
H 1.419 3.716 1.575 0.0604
P 0.447 -2.610 -0.119 0.7641
C 1.753 -3.325 0.935 -0.2415
C -1.041 -3.375 0.666 -0.2558
H -0.125 -3.350 -2.357 0.0304
H 0.408 -4.720 -1.331 0.0632
H 1.605 -3.581 -2.021 0.0546
C 0.598 -3.673 -1.598 -0.2753
H -1.937 -3.036 0.118 0.0439
H -0.975 -4.474 0.628 0.0653
H 1.730 -4.425 0.923 0.0742
H 1.635 -2.970 1.966 0.0543
H -1.136 -3.039 1.712 0.0391
H 2.728 -2.983 0.570 0.0464
C 1.843 0.238 -0.090 -0.1398
O 2.944 -0.112 -0.062 0.1214
C -0.169 1.019 3.270 -0.0504
C -0.812 -0.210 2.633 -0.5686
C -2.083 -0.640 3.388 -0.0471
O -1.090 -0.034 1.278 -0.4288
H -0.863 1.868 3.231 0.0781
H 0.730 1.307 2.723 0.0580
H 0.098 0.840 4.321 0.0994
H -0.089 -1.053 2.753 0.1223
H -2.859 0.146 3.285 0.0935
H -2.501 -1.559 2.956 0.0673
H -1.880 -0.799 4.463 0.0970
```

Summary:
⟨S²⟩: 0.75
2S+1: 2
Total charge: +2
Molar mass: 490.8 g/mol
Orbital gap (spin up / spin down): 4.51 / 4.51 eV
HOMO (spin up / spin down): -15.27 / -15.26 eV

(3)
C51H41INOP2PbS3 as an isolated structure in a non-equilibrium geometry. Source: OMol25; level of theory: ωB97M-V/def2-TZVPD.

Structure (XYZ):
```
101
Properties=species:S:1:pos:R:3:lowdin_charge:R:1
Pb -0.289 2.611 0.269 0.7359
O -1.292 0.280 1.007 -0.7592
S -0.805 -0.890 0.185 0.8933
C -0.235 -2.440 1.169 -0.2265
C -0.575 -3.633 0.531 -0.0883
C -0.467 -4.879 1.170 -0.0152
C 0.048 -4.998 2.465 -0.1191
C 0.328 -6.111 3.437 -0.0977
C 0.672 -5.416 4.787 -0.1044
C 0.802 -3.974 4.481 -0.1499
C 1.400 -2.891 5.159 0.0137
C 1.514 -1.677 4.458 -0.0800
C 0.868 -1.419 3.225 -0.2957
P 1.027 0.307 2.730 1.0360
C 0.277 1.216 4.145 -0.3359
C 1.011 1.597 5.292 -0.0862
C 0.381 2.211 6.386 -0.0610
C -1.038 2.230 6.483 -0.0613
C -1.752 1.822 5.354 -0.0913
C -1.127 1.385 4.193 -0.0985
C 2.770 0.672 2.801 -0.4044
C 3.177 2.026 2.871 -0.1104
C 4.454 2.299 3.312 -0.0981
C 5.324 1.283 3.653 -0.0834
C 5.001 -0.029 3.299 -0.0773
C 3.726 -0.321 2.845 -0.1098
C 0.296 -2.486 2.493 -0.1376
C 0.390 -3.765 3.146 -0.0685
C -2.385 -1.335 -0.559 -0.3265
C -3.277 -1.939 0.268 -0.0640
C -4.534 -2.470 -0.191 0.0083
C -4.929 -2.209 -1.475 -0.1618
C -6.104 -2.707 -2.308 -0.0922
C -5.997 -1.993 -3.715 -0.0849
C -4.583 -1.423 -3.662 -0.1212
C -3.789 -0.745 -4.569 -0.0077
C -2.511 -0.283 -4.244 -0.0659
C -2.020 -0.371 -2.928 -0.2887
P -0.339 0.346 -2.552 1.0304
C -0.181 1.500 -4.007 -0.3579
C -1.236 2.414 -4.186 -0.1603
C -1.128 3.466 -5.108 -0.0744
C -0.032 3.512 -5.950 -0.0878
C 1.019 2.601 -5.813 -0.0974
C 0.941 1.597 -4.896 -0.0865
C 0.842 -0.909 -3.129 -0.4048
C 0.416 -2.125 -3.603 -0.0753
C 1.385 -3.032 -4.063 -0.0742
C 2.719 -2.857 -3.765 -0.0712
C 3.153 -1.678 -3.112 -0.0429
C 2.203 -0.642 -2.914 -0.1097
C -2.768 -1.032 -1.903 -0.1298
C -4.059 -1.498 -2.327 -0.0698
H -1.040 -3.600 -0.433 0.1006
H -0.670 -5.810 0.577 0.1305
H -0.616 -6.710 3.516 0.1342
H 1.018 -6.836 3.058 0.1111
H -0.194 -5.512 5.479 0.1369
H 1.555 -5.741 5.341 0.1243
H 1.806 -2.965 6.174 0.1203
H 2.152 -0.934 4.943 0.1076
H 2.087 1.646 5.200 0.0926
H 0.934 2.675 7.159 0.0884
H -1.529 2.667 7.367 0.1107
H -2.834 1.924 5.300 0.1060
H -1.753 0.947 3.428 0.0869
H 2.485 2.870 2.713 0.1118
H 4.690 3.302 3.397 0.0827
H 6.342 1.491 4.088 0.1242
H 5.826 -0.777 3.311 0.1209
H 3.444 -1.357 2.642 0.1137
H -3.108 -1.925 1.334 0.1211
H -5.098 -3.149 0.455 0.1212
H -5.864 -3.800 -2.401 0.1354
H -7.082 -2.597 -1.806 0.1225
H -6.172 -2.629 -4.572 0.1096
H -6.810 -1.252 -3.780 0.1223
H -4.255 -0.470 -5.515 0.1205
H -1.836 0.078 -4.969 0.0938
H -2.106 2.430 -3.572 0.0075
H -1.914 4.244 -5.112 0.1177
H 0.034 4.293 -6.712 0.1060
H 1.895 2.636 -6.427 0.1002
H 1.802 0.898 -4.807 0.1058
H -0.639 -2.333 -3.810 0.1097
H 1.050 -3.820 -4.690 0.0967
H 3.418 -3.653 -3.953 0.1011
H 4.151 -1.476 -2.849 0.0863
H 2.572 0.371 -2.728 0.0880
I -2.748 3.622 -0.970 0.0523
S 1.980 3.205 -1.358 0.5062
C 1.698 4.866 -1.387 -1.0904
N 2.601 5.695 -1.941 -0.0566
C 2.410 7.128 -1.668 -0.2252
C 0.956 7.320 -1.419 -0.3650
S 0.237 5.680 -0.799 0.7949
H 3.447 5.288 -2.351 0.1516
H 2.897 7.720 -2.461 0.1362
H 2.987 7.403 -0.758 0.1311
H 0.349 7.692 -2.275 0.0979
H 0.756 8.057 -0.599 0.0951
```

Summary:
Total charge: +1
Molar mass: 1176.1 g/mol
Orbital gap: 6.67 eV
Relative energy (zero: lowest compared OMol25 entry of this formula, charge and spin): 16.72 kcal per mole
HOMO: -9.54 eV

(4)
A 2-piece molecular cluster, C6H9N overall in a non-equilibrium geometry. Source: OMol25; level of theory: ωB97M-V/def2-TZVPD.

Structure (XYZ):
```
16
Properties=species:S:1:pos:R:3:lowdin_charge:R:1
C -3.717 -0.115 0.455 -0.1558
C -2.887 -0.562 -0.795 -0.0513
C 1.858 1.070 0.328 -0.2077
C -2.240 0.043 0.155 -0.1010
C 3.110 -0.850 -0.313 -0.1735
C 1.981 -0.041 -0.334 -0.2388
N 1.473 2.013 0.928 0.1734
H -4.449 0.702 0.415 0.0647
H -2.835 -1.076 -1.702 0.0633
H -1.258 0.493 0.471 0.0953
H 3.399 -1.124 0.785 0.1070
H 4.062 -0.344 -0.609 0.0773
H 3.077 -1.799 -0.985 0.1073
H -4.055 -0.948 1.164 0.0856
H 1.066 -0.434 -0.627 0.0833
H 1.413 2.971 0.664 0.0709
```

Summary:
Molar mass: 95.1 g/mol
Orbital gap: 9.07 eV
Relative energy (zero: lowest compared OMol25 entry of this formula, charge and spin): 126.18 kcal per mole
HOMO: -8.21 eV